Computed, not measured: a structure of composition C30H25Cl3I2N5O2PtS in a non-equilibrium geometry, with ωB97M-V with the def2-TZVPD basis set.

```
69
Properties=species:S:1:pos:R:3
Pt 2.3741 -0.4438 -1.0737
C 3.8521 0.0710 2.8413
C 3.6182 0.0232 1.3770
N 2.7080 -0.6923 0.8198
N 1.8381 -1.4939 1.4939
C 0.8860 -1.9022 0.6862
O 0.8500 -1.6761 -0.5959
C -0.3081 -2.5948 1.2640
C -0.4070 -2.5178 2.6005
C -1.4520 -3.0135 3.4566
C -2.5170 -3.4128 4.0141
C -2.7346 -3.3184 0.3985
C -1.2515 -3.1295 0.2574
C 4.3951 0.8345 0.4163
C 5.4604 1.6257 0.7923
C 6.1531 2.3425 -0.1761
C 5.7629 2.2407 -1.4965
C 4.6819 1.4330 -1.8133
N 4.0089 0.7553 -0.8879
H 3.1818 -0.6175 3.3445
H 3.6594 1.0840 3.2004
H 4.8837 -0.1930 3.0799
H 0.4120 -2.0373 3.1177
H -1.2420 -3.2132 4.5947
H -6.0362 -1.4504 3.0145
H -5.2513 -3.2292 2.9103
H -0.7762 -3.8099 -0.4457
H 5.7458 1.6796 1.8326
H 6.9895 2.9676 0.1047
H 6.2763 2.7743 -2.2827
H 4.3436 1.3213 -2.8333
I 1.7630 -0.1511 -3.6028
I 1.7480 -2.7121 -4.2921
Cl -5.1486 -2.0543 2.2372
C -5.6091 -0.5838 0.9688
C -2.2351 -2.1959 -0.4119
C -2.2139 -0.8059 0.1055
C -3.0205 0.1917 -0.2799
C -2.6278 1.6371 -0.0466
C -1.9083 1.9030 1.2997
N -0.4553 1.7845 1.2596
C 0.4164 2.7105 0.7457
C 1.6633 2.1814 0.9046
N 1.5860 0.9534 1.5205
C 0.3051 0.7598 1.7278
O -1.8969 2.2219 -1.1233
C -0.8080 1.4939 -1.7015
C -1.1741 0.7887 -2.9729
C -1.5363 1.4203 -4.1240
Cl -1.6459 3.1112 -4.3639
S -1.9396 0.3337 -5.3856
C -1.5976 -1.0127 -4.3844
C -1.2013 -0.6260 -3.1426
C -4.2837 -0.0962 -0.9843
Cl -4.5012 0.6284 -2.5485
C -5.3395 -0.7367 -0.4222
H -2.3934 -2.2787 -1.4873
H -1.3738 -0.5567 0.7413
H -3.5479 2.2237 -0.0140
H -2.2888 1.2354 2.0726
H -2.1365 2.9235 1.6046
H 0.0679 3.6308 0.3106
H 2.6082 2.6209 0.6308
H -0.1246 -0.0909 2.2351
H -0.3844 0.7698 -1.0008
H -0.0414 2.2443 -1.9019
H -1.7117 -2.0146 -4.7671
H -0.9172 -1.3138 -2.3579
H -6.2002 -0.9459 -1.0604
```

Calculated values
* HOMO level (spin up / spin down): -8.29 / -8.29 eV
* net charge: +1
* relative energy (zero: lowest compared OMol25 entry of this formula, charge and spin): 22.574 eV
* Kohn-Sham gap (spin up / spin down): 0.1272 / 0.1272 Eh
* E: -4074.97845 hartree



Computed, not measured: a cluster of 6 separate species, C30H55F4N5O8S2 in total in a non-equilibrium geometry, with ωB97M-V with the def2-TZVPD basis set.

```
104
Properties=species:S:1:pos:R:3
C -2.2267 1.9796 0.5929
C -2.4483 0.8052 0.4716
C -2.5735 -0.7332 0.5184
F -3.2758 -0.9964 -0.7226
C -1.3594 -1.6467 0.9038
C 0.0474 -1.5252 0.2439
S 0.7143 0.1780 0.0010
C 2.0079 0.1898 -1.3207
C 2.3652 -1.2208 -1.9315
C -1.8552 -3.1541 0.6259
C -0.7044 -4.2418 0.5854
O -0.2488 -4.5522 -0.7418
C -1.3611 -5.6094 1.1130
F -0.5420 -6.6444 0.6623
F -1.5149 -5.6495 2.4723
F -2.5606 -5.7919 0.4292
O -1.4261 -1.6093 2.3677
C -2.7073 -1.2617 2.8495
O -3.0464 -1.1845 3.9898
C -3.6965 -0.9731 1.6029
S -5.0137 -2.2548 1.2600
C -4.5614 0.2299 2.1700
C -5.6496 0.8014 1.1369
C -7.0840 0.9674 1.7970
H -2.1952 3.0610 0.8457
H 0.0240 -2.0177 -0.7714
H 0.7847 -2.0333 0.9378
H 1.6317 0.8805 -2.1358
H 2.9480 0.6805 -0.9228
H 2.9787 -1.8329 -1.2144
H 1.4702 -1.7543 -2.3463
H 3.0489 -1.0173 -2.8168
H -2.5865 -3.5176 1.4090
H -2.4150 -3.2572 -0.3555
H 0.1474 -4.0408 1.2962
H -0.7186 -3.9708 -1.3702
H -5.2193 -2.7617 2.5363
H -3.9684 1.0495 2.6668
H -5.1856 -0.2146 3.0079
H -5.6519 0.2623 0.1538
H -5.2977 1.8569 0.9085
H -7.4001 0.0936 2.4243
H -7.0135 1.8869 2.4596
H -7.8223 1.2434 0.9905
C -2.7470 -3.0431 7.5124
N -3.9223 -2.2557 7.8256
C -4.3230 -2.1076 9.2116
C -4.6612 -1.6513 6.8614
O -5.6566 -0.9767 7.0590
H -2.8937 -4.0648 7.8716
H -1.8783 -2.6039 8.0091
H -2.5696 -3.0647 6.4370
H -5.3346 -2.4999 9.3359
H -4.3259 -1.0485 9.4743
H -3.6391 -2.6447 9.8679
H -4.2726 -1.8258 5.8470
C -4.8909 1.8210 9.7321
N -5.2151 1.9345 11.1409
C -6.2753 2.8373 11.5483
C -4.5582 1.2233 12.0901
O -4.7816 1.2731 13.2845
H -4.5860 2.8007 9.3560
H -5.7755 1.4796 9.1899
H -4.0799 1.1109 9.5751
H -5.8690 3.5832 12.2347
H -7.0504 2.2707 12.0685
H -6.7056 3.3344 10.6799
H -3.7732 0.5695 11.6735
C 3.9538 0.9654 -6.6928
N 3.7661 1.5829 -5.3917
C 4.8954 2.2372 -4.7553
C 2.5756 1.5678 -4.7556
O 2.3527 2.0676 -3.6627
H 4.7180 0.1940 -6.6114
H 4.2778 1.7270 -7.4040
H 3.0263 0.5151 -7.0492
H 5.0900 1.7588 -3.7923
H 4.6484 3.2875 -4.5807
H 5.7782 2.1678 -5.3825
H 1.7886 1.0465 -5.3254
C 9.7767 -1.4104 -5.7663
N 8.6072 -0.5932 -5.5113
C 8.1701 -0.3976 -4.1408
C 7.9084 -0.0060 -6.5117
O 6.9200 0.6901 -6.3617
H 9.6008 -2.4177 -5.3816
H 10.6381 -0.9716 -5.2573
H 9.9850 -1.4680 -6.8346
H 7.1486 -0.7683 -4.0323
H 8.1802 0.6696 -3.9087
H 8.8270 -0.9280 -3.4529
H 8.3225 -0.2172 -7.5110
C 4.1480 5.1137 -11.6741
N 4.2209 4.1606 -10.5851
C 3.7715 4.5640 -9.2651
C 4.6962 2.9024 -10.7597
O 4.7821 2.0595 -9.8876
H 4.7548 5.9880 -11.4265
H 3.1084 5.4198 -11.8135
H 4.5174 4.6741 -12.6005
H 4.5992 4.4699 -8.5586
H 2.9621 3.9050 -8.9434
H 3.4197 5.5946 -9.2817
H 5.0103 2.6987 -11.7970
```

Calculated values
* HOMO level: -8.23 eV
* Kohn-Sham gap: 0.3183 Eh
* E: -3247.48385 hartree
* SMILES: C#C[C@@]1(F)[C@](CSCC)(C[C@H](O)C(F)(F)F)OC(=O)[C@@]1(S)CCC.CN(C)C=O.CN(C)C=O.CN(C)C=O.CN(C)C=O.CN(C)C=O